*w*
{"formula": "C6H12O4", "method": "wB97M-V/def2-TZVPD", "species": ["C", "O", "C", "C", "O", "H", "H", "H", "H", "H", "H", "C", "O", "C", "C", "O", "H", "H", "H", "H", "H", "H"], "positions_angstrom": [[1.731, 1.895, 0.818], [1.834, 0.573, 0.348], [1.751, -0.424, 1.208], [1.389, -1.714, 0.530], [1.868, -0.336, 2.428], [1.347, 1.914, 1.852], [1.088, 2.536, 0.192], [2.753, 2.312, 0.814], [1.405, -1.502, -0.552], [0.339, -1.821, 0.852], [1.911, -2.669, 0.709], [-2.178, 0.027, 0.933], [-1.310, 0.057, -0.159], [-1.795, -0.101, -1.435], [-0.708, -0.165, -2.438], [-3.004, -0.187, -1.800], [-1.617, 0.424, 1.796], [-2.460, -1.017, 1.148], [-3.098, 0.622, 0.808], [0.063, 0.521, -2.050], [-1.057, 0.214, -3.414], [-0.252, -1.158, -2.589]], "homo_lumo_gap_ev": 11.08, "e_homo_ev": -10.39, "multiplicity": 1, "smiles": "COC(C)=O.COC(C)=O"}


*x*
{"formula": "C6H12O4", "method": "wB97M-V/def2-TZVPD", "species": ["C", "C", "O", "C", "O", "C", "H", "H", "H", "H", "H", "H", "H", "H", "C", "C", "O", "O", "H", "H", "H", "H"], "positions_angstrom": [[-1.159, -1.616, 0.088], [-1.412, -1.896, -1.386], [-0.584, -1.061, -2.196], [0.765, -1.265, -1.867], [1.071, -0.919, -0.542], [0.333, -1.746, 0.359], [-1.493, -0.591, 0.335], [-1.732, -2.319, 0.723], [-2.458, -1.686, -1.683], [-1.203, -2.958, -1.618], [1.046, -2.319, -2.056], [1.378, -0.629, -2.534], [0.657, -2.798, 0.240], [0.608, -1.422, 1.381], [0.426, 3.777, 1.727], [0.429, 2.324, 1.357], [-0.079, 1.423, 1.986], [1.093, 2.118, 0.189], [-0.116, 3.928, 2.677], [-0.069, 4.373, 0.942], [1.458, 4.145, 1.850], [1.042, 1.137, 0.027]], "homo_lumo_gap_ev": 11.27, "e_homo_ev": -10.33, "multiplicity": 1, "smiles": "C1COCOC1.CC(=O)O"}


*y*
{"formula": "C6H12O4", "method": "wB97M-V/def2-TZVPD", "species": ["C", "C", "O", "O", "C", "C", "C", "C", "O", "H", "H", "H", "H", "H", "H", "H", "H", "H", "H", "O", "H", "H"], "positions_angstrom": [[0.487, 2.938, 0.261], [0.644, 1.553, 0.818], [0.141, 1.194, 1.860], [1.018, 0.572, -0.317], [0.617, -0.789, -0.205], [-0.609, -1.058, -1.047], [-1.304, -2.403, -0.783], [-2.466, -1.538, -0.276], [-1.764, -0.323, -0.600], [0.291, 3.645, 1.071], [1.380, 3.228, -0.307], [-0.363, 2.933, -0.437], [1.447, -1.409, -0.575], [0.420, -1.029, 0.849], [-0.394, -0.834, -2.103], [-1.514, -3.000, -1.676], [-0.820, -3.029, -0.023], [-3.405, -1.623, -0.842], [-2.681, -1.609, 0.801], [3.056, 1.262, 1.214], [2.845, 0.650, 0.348], [2.972, 0.671, 1.969]], "homo_lumo_gap_ev": 10.46, "e_homo_ev": -9.67, "multiplicity": 1, "smiles": "CC(=O)OC[C@H]1CCO1.O"}


*z*
{"formula": "C6H12O4", "method": "wB97M-V/def2-TZVPD", "species": ["C", "C", "C", "O", "O", "C", "C", "C", "O", "H", "H", "H", "H", "H", "H", "H", "H", "H", "H", "O", "H", "H"], "positions_angstrom": [[0.906, -1.323, 1.992], [1.265, -0.427, 0.822], [1.579, 1.038, 1.072], [2.111, 1.624, 1.974], [0.187, 1.435, 0.502], [0.112, 0.097, -0.061], [-1.258, -0.553, -0.095], [-2.297, 0.384, -0.691], [-1.099, -1.712, -0.890], [0.079, -0.905, 2.581], [0.588, -2.308, 1.630], [1.779, -1.431, 2.649], [2.046, -0.878, 0.195], [0.497, 0.127, -1.091], [-1.557, -0.826, 0.929], [-2.436, 1.253, -0.034], [-1.983, 0.788, -1.664], [-3.258, -0.135, -0.807], [-1.013, -1.449, -1.824], [1.573, 1.886, -2.453], [0.759, 2.190, -1.718], [1.419, 1.122, -3.017]], "homo_lumo_gap_ev": 11.01, "e_homo_ev": -10.64, "multiplicity": 1, "smiles": "C[C@@H]1C(=O)O[C@@H]1[C@@H](C)O.O"}


Which of them is most stable? Easy: *x*.


*w*
{"formula": "C5H12O3", "method": "wB97M-V/def2-TZVPD", "species": ["C", "C", "C", "C", "C", "O", "O", "O", "H", "H", "H", "H", "H", "H", "H", "H", "H", "H", "H", "H"], "positions_angstrom": [[0.912, 1.398, -0.592], [0.320, -0.176, 1.483], [1.862, -0.894, -0.347], [-0.454, -0.659, -0.902], [0.665, -0.053, -0.072], [-1.290, -1.486, -0.537], [-3.070, 0.057, 0.491], [-2.224, 1.119, -0.026], [-0.167, 1.847, -0.527], [1.244, 1.482, -1.640], [1.515, 1.937, 0.082], [1.185, 0.383, 2.031], [0.226, -1.182, 1.824], [-0.645, 0.596, 1.722], [2.179, -0.668, -1.372], [2.726, -0.710, 0.370], [1.508, -1.880, -0.223], [-0.364, -0.262, -1.951], [-2.444, -0.622, 0.417], [-3.686, -0.225, -0.231]], "homo_lumo_gap_ev": 9.92, "e_homo_ev": -9.40, "multiplicity": 1}


*x*
{"formula": "C5H12O3", "method": "wB97M-V/def2-TZVPD", "species": ["C", "C", "C", "C", "C", "O", "H", "H", "H", "H", "H", "H", "H", "H", "O", "H", "H", "O", "H", "H"], "positions_angstrom": [[1.601, 2.089, 1.966], [1.205, 0.900, 1.138], [-0.030, 0.593, 0.786], [-0.424, -0.492, -0.126], [-1.276, -0.436, -1.146], [-1.540, -1.523, -1.947], [2.592, 1.978, 2.405], [1.688, 2.944, 1.285], [0.941, 2.403, 2.780], [2.066, 0.346, 0.778], [-0.881, 1.152, 1.176], [0.003, -1.464, 0.093], [-1.544, 0.424, -1.720], [-1.224, -2.339, -1.537], [-1.863, 4.365, -1.592], [-2.375, 5.099, -1.224], [-1.596, 3.919, -0.775], [2.101, -5.189, 0.835], [1.700, -5.463, 1.673], [2.741, -5.893, 0.677]], "homo_lumo_gap_ev": 9.00, "e_homo_ev": -8.24, "multiplicity": 1, "smiles": "C/C=C/C=C/O.O.O"}


*y*
{"formula": "C5H12O3", "method": "wB97M-V/def2-TZVPD", "species": ["C", "C", "C", "O", "H", "H", "H", "H", "H", "H", "H", "H", "C", "C", "O", "O", "H", "H", "H", "H"], "positions_angstrom": [[-0.439, 1.030, -0.559], [0.965, 1.417, -0.748], [-1.357, 0.755, -1.707], [-0.985, 1.398, 0.600], [-1.797, 0.894, 0.784], [-0.151, -0.560, -0.235], [-1.753, 1.705, -2.086], [1.570, 0.479, -0.676], [1.130, 1.889, -1.716], [1.323, 2.053, 0.059], [-0.827, 0.261, -2.518], [-2.204, 0.137, -1.400], [0.041, -1.508, 0.454], [-0.415, -1.412, 1.731], [1.835, -1.295, 0.177], [2.389, -0.766, 1.378], [1.933, -1.304, 2.058], [-0.059, -2.428, -0.110], [-0.351, -0.480, 2.279], [-0.847, -2.266, 2.234]], "homo_lumo_gap_ev": [6.58, 6.60], "e_homo_ev": [-7.20, -7.21], "multiplicity": 1}


*z*
{"formula": "C5H12O3", "method": "wB97M-V/def2-TZVPD", "species": ["C", "C", "C", "C", "C", "O", "H", "H", "H", "H", "H", "H", "H", "H", "O", "H", "H", "O", "H", "H"], "positions_angstrom": [[-2.643, -1.177, -0.629], [-1.422, -0.676, 0.114], [-0.732, 0.405, -0.291], [0.618, 0.737, 0.211], [1.369, 1.564, -0.483], [2.520, 2.146, -0.066], [-2.408, -2.030, -1.230], [-3.442, -1.318, 0.105], [-2.848, -0.440, -1.435], [-1.157, -1.154, 1.038], [-1.180, 0.995, -1.084], [0.739, 0.414, 1.248], [1.191, 2.019, -1.470], [2.706, 1.972, 0.863], [-0.422, -2.412, 6.114], [-0.714, -2.608, 7.009], [-0.699, -1.494, 6.040], [2.694, 1.085, -4.989], [3.065, 0.271, -5.342], [2.763, 1.702, -5.722]], "homo_lumo_gap_ev": 8.67, "e_homo_ev": -7.84, "multiplicity": 1, "smiles": "C/C=C/C=C/O.O.O"}


Which of them is most stable? Easy: *x*.


*w*
{"formula": "C5H12O3", "method": "wB97M-V/def2-TZVPD", "species": ["C", "C", "C", "C", "C", "O", "O", "H", "H", "H", "H", "H", "H", "H", "H", "H", "H", "O", "H", "H"], "positions_angstrom": [[1.088, -1.913, 0.695], [1.356, -1.054, -0.553], [2.627, -0.226, -0.429], [0.159, -0.128, -0.824], [-0.336, 0.775, 0.252], [-1.371, 1.405, 0.258], [0.510, 0.950, 1.295], [0.925, -2.972, 0.505], [1.982, -1.930, 1.335], [0.413, -1.482, 1.432], [1.494, -1.731, -1.395], [3.569, -0.779, -0.458], [2.745, 0.453, -1.285], [2.682, 0.446, 0.424], [-0.708, -0.678, -1.189], [0.515, 0.559, -1.596], [0.203, 1.682, 1.849], [-3.797, 0.577, -0.688], [-3.046, 0.810, -0.103], [-3.492, -0.348, -0.732]], "homo_lumo_gap_ev": 11.10, "e_homo_ev": -10.57, "multiplicity": 1, "smiles": "CC(C)CC(=O)O.O"}


*x*
{"formula": "C5H12O3", "method": "wB97M-V/def2-TZVPD", "species": ["C", "C", "C", "C", "C", "O", "H", "H", "H", "H", "H", "H", "H", "H", "O", "H", "H", "O", "H", "H"], "positions_angstrom": [[1.645, -0.074, 1.941], [1.016, -0.630, 0.770], [0.843, 0.215, -0.290], [-0.026, -0.211, -1.382], [-0.274, 0.534, -2.501], [-0.998, -0.127, -3.401], [1.035, -0.405, 2.746], [2.682, -0.388, 2.048], [1.723, 0.897, 1.962], [0.465, -1.568, 0.758], [1.344, 1.184, -0.293], [-0.394, -1.225, -1.123], [-0.194, 1.543, -2.903], [-1.049, -1.128, -3.492], [-1.477, -2.210, 0.155], [-2.046, -2.787, 0.550], [-1.711, -1.754, -0.559], [-0.639, 2.952, 1.863], [-1.262, 3.160, 1.167], [-0.683, 2.021, 1.983]], "homo_lumo_gap_ev": 7.98, "e_homo_ev": -7.49, "multiplicity": 1, "smiles": "C/C=C/C=C/O.O.O"}


Which of them is most stable? Easy: *w*.


*w*
{"formula": "C2H7NOSi", "method": "wB97M-V/def2-TZVPD", "species": ["C", "C", "Si", "O", "N", "H", "H", "H", "H", "H", "H", "H"], "positions_angstrom": [[0.849, -0.584, -0.197], [0.358, 0.799, 0.314], [-1.547, 0.420, 0.024], [-1.305, -1.193, -0.134], [-0.044, -1.600, 0.435], [0.875, -0.570, -1.368], [1.867, -0.930, -0.118], [0.692, 0.783, 1.342], [0.931, 1.463, -0.244], [-1.877, 0.732, 1.347], [-2.200, 0.666, -1.287], [0.240, -2.557, 0.027]], "homo_lumo_gap_ev": 10.12, "e_homo_ev": -9.12, "multiplicity": 1, "smiles": "C1C[SiH2]ON1"}


*x*
{"formula": "C2H7NOSi", "method": "wB97M-V/def2-TZVPD", "species": ["C", "C", "N", "O", "H", "H", "H", "Si", "H", "H", "H", "H"], "positions_angstrom": [[1.989, 0.020, -0.195], [1.432, 0.585, -1.438], [1.533, 1.312, -2.336], [1.447, 1.967, -3.309], [1.592, 0.591, 0.714], [1.679, -1.056, -0.192], [3.147, 0.075, -0.125], [-1.885, -0.118, 0.033], [-0.912, 0.432, -1.068], [-2.495, 0.882, 0.712], [-2.897, -1.136, -0.414], [-1.139, -0.956, 0.800]], "homo_lumo_gap_ev": 10.12, "e_homo_ev": -9.49, "multiplicity": 1, "smiles": "CC#[N+][O-].[SiH4]"}


Which of them is most stable? Easy: *w*.